Record 1
Computed, not measured: an isolated molecule of C4H9N3, with wB97M-V/def2-TZVPD.

```
16
Properties=species:S:1:pos:R:3:forces:R:3:nbo_charge:R:1
C -1.763126 0.675915 1.091262 0.287 0.270 -0.337 -0.57
C -1.268414 -0.274634 0.300999 1.604 -1.703 0.983 0.33
N -1.958820 -0.913719 -0.719158 0.095 -0.299 0.078 -0.83
N 0.154275 -0.918622 0.545128 -5.679 2.043 -0.476 -0.45
C 1.002250 -0.139784 0.091804 6.344 -2.550 0.575 0.48
C 1.105238 1.034356 -0.818318 -0.340 0.489 0.255 -0.71
N 2.407421 -0.701648 0.488988 -1.508 2.027 -0.705 -0.89
H -2.796994 0.981377 1.024451 -0.077 0.031 -0.195 0.20
H -1.119457 1.284341 1.702605 0.108 -0.246 0.380 0.21
H -1.675263 -1.872284 -0.863380 0.074 0.022 0.038 0.38
H -2.966427 -0.840421 -0.657688 0.127 0.131 -0.018 0.38
H 0.326543 1.764973 -0.615524 -0.233 -0.123 -0.153 0.25
H 2.051771 1.555095 -0.689628 0.077 -0.280 0.071 0.24
H 1.026892 0.689755 -1.847790 -0.096 0.009 -0.063 0.24
H 3.055363 -0.924269 -0.253293 -0.190 0.209 -0.108 0.37
H 2.418747 -1.400433 1.219543 -0.593 -0.031 -0.326 0.38
```
Forces are in eV/Å.

Results
Total energy in Eh: -322.026324
Molar mass in g/mol: 99.1
Net charge: 0
SMILES: C=C(N)/N=C(\C)N
Energy relative to the best compared isomer or geometry (same formula, charge and spin) in eV: 1.742
E_HOMO in Ha: -0.306

***

Record 2
Computed, not measured: an isolated molecule of C17H18N4O3S, with wB97M-V/def2-TZVPD.

```
43
Properties=species:S:1:pos:R:3:forces:R:3:nbo_charge:R:1
C 0.709526 1.781812 -1.610756 0.051 0.070 0.121 -0.65
C 0.801936 1.101881 -0.292123 -0.003 -0.338 -0.472 0.15
C 0.866807 -0.226431 -0.001483 -0.012 0.254 0.036 -0.28
C 0.925370 -0.356832 1.417343 0.051 0.920 0.039 -0.22
C 0.983444 -1.574407 2.192323 -0.027 -0.265 0.030 0.56
O 1.198532 -1.622816 3.389082 0.002 -0.136 0.022 -0.56
C 0.751130 -2.868958 1.423125 -0.347 -0.207 0.110 -0.63
S -0.943261 -2.943422 0.758263 -0.061 -0.040 0.243 0.28
C -0.643522 -3.242978 -0.942364 0.363 -0.019 0.084 0.35
N 0.568187 -3.320532 -1.386493 0.201 -0.013 0.078 -0.60
C 0.740620 -3.547037 -2.722550 -0.531 0.082 -0.165 0.42
N 2.037684 -3.555058 -3.124597 0.106 -0.042 -0.061 -0.78
C -0.315792 -3.696453 -3.584912 0.245 -0.059 -0.097 -0.48
C -1.657758 -3.615710 -3.115111 0.148 -0.005 0.151 0.63
O -2.687952 -3.724867 -3.745383 -0.243 -0.013 -0.128 -0.62
N -1.732549 -3.375160 -1.717230 -0.143 0.036 0.119 -0.60
C 0.895506 0.935702 1.935384 0.025 -0.630 0.316 0.24
C 0.898887 1.382169 3.349374 -0.022 0.039 0.071 -0.68
N 0.828283 1.800937 0.894754 0.030 -0.111 0.036 -0.33
C 0.716701 3.228304 1.009149 -0.150 0.617 0.070 -0.25
C -0.719219 3.659891 1.062362 -0.246 -0.792 0.027 0.26
C -1.873927 2.943445 1.158689 0.639 0.167 -0.053 -0.31
C -2.925009 3.895985 1.170936 0.112 0.591 -0.025 -0.31
C -2.328699 5.112583 1.081737 -0.833 -0.323 0.067 0.09
O -0.990189 4.981365 1.014205 0.552 0.120 -0.027 -0.40
H 1.591265 2.394214 -1.805006 0.024 0.061 -0.096 0.21
H 0.634990 1.033146 -2.394257 -0.006 -0.013 -0.055 0.24
H -0.170930 2.422763 -1.656873 -0.054 0.066 -0.093 0.22
H 0.893802 -1.019576 -0.720315 0.001 -0.145 -0.216 0.23
H 1.402395 -2.958112 0.554156 0.065 0.001 0.064 0.28
H 0.876828 -3.715427 2.098205 0.077 0.115 -0.066 0.25
H 2.257091 -3.917884 -4.034998 0.044 0.017 0.038 0.39
H 2.740060 -3.620744 -2.408477 -0.023 -0.030 -0.024 0.40
H -0.159320 -3.875587 -4.634930 -0.032 -0.009 -0.131 0.23
H -2.659998 -3.308526 -1.316130 0.074 -0.016 -0.119 0.43
H 0.042482 2.024127 3.555771 -0.039 0.094 0.056 0.22
H 1.810019 1.935713 3.580655 0.047 0.054 0.077 0.22
H 0.859611 0.508323 3.992892 0.011 0.075 0.009 0.27
H 1.206513 3.704743 0.153432 0.015 -0.077 0.138 0.23
H 1.235674 3.559812 1.915392 0.006 -0.051 -0.165 0.23
H -1.968584 1.878196 1.212210 0.087 -0.269 -0.005 0.24
H -3.973578 3.692942 1.237460 -0.244 0.043 0.008 0.23
H -2.723058 6.108467 1.057092 0.041 0.177 -0.014 0.21
```
Forces are in eV/Å.

Results
Total energy in Eh: -1501.578861
Molar mass in g/mol: 358.4
Net charge: 0
SMILES: Cc1cc(C(=O)CSc2nc(N)cc(=O)[nH]2)c(C)n1Cc1ccco1
Energy relative to the best compared isomer or geometry (same formula, charge and spin) in eV: 1.050
E_HOMO in Ha: -0.303

***

Record 3
Computed, not measured: a 2-piece molecular cluster, C2H4N6 overall, with wB97M-V/def2-TZVPD.

```
12
Properties=species:S:1:pos:R:3:forces:R:3:nbo_charge:R:1
C -0.848986 -0.936837 -0.081487 2.520 0.496 -0.152 0.44
C 0.934535 0.850696 -0.032814 -1.678 3.093 1.597 0.37
H -1.861608 -2.399967 0.695164 -0.468 0.237 -2.296 0.41
H -2.593728 -1.923548 -1.006887 2.875 0.651 2.851 0.45
H 2.173322 2.248889 -0.830426 -2.105 0.764 4.434 0.34
H 2.132605 2.125596 1.371163 -2.550 -0.187 -3.738 0.38
N -1.771287 -1.902824 -0.242895 -2.056 -2.126 1.356 -0.82
N 0.389154 -1.162843 0.690811 -5.474 -3.562 -1.722 -0.18
N 1.247675 -0.296623 0.602757 2.425 3.576 0.427 -0.20
N 1.330797 2.204253 0.460278 6.244 -2.031 -2.196 -0.73
N -0.144181 1.061883 -0.792655 2.771 1.117 0.669 -0.18
N -0.988298 0.131325 -0.833009 -2.504 -2.027 -1.230 -0.27
```
Forces are in eV/Å.

Results
Total energy in Eh: -406.915942
Molar mass in g/mol: 112.1
Net charge: 0
Energy relative to the best compared isomer or geometry (same formula, charge and spin) in eV: 5.469
E_HOMO in Ha: -0.316

***

Question: Which of these has the lowest molar mass?
Answer: C4H9N3